ORCA calculation (wB97M-V/def2-TZVPD) on a cluster of 2 separate species, C4H11NO2 in total.

Results
- Charge: 0
- HOMO: -0.33875 Ha
- 2S+1: 1
- Gap between HOMO and LUMO: 10.125 eV

Cartesian coordinates (Å):
C 1.8529 1.2504 1.4141
C 0.9654 0.0224 1.2031
C -0.0634 0.3521 0.0886
N -1.0198 1.4101 0.5520
C -2.4167 1.2870 0.5430
O -3.0386 0.5614 1.2487
H 2.5530 1.1473 2.2398
H 1.1847 2.1046 1.3858
H 2.5097 1.3442 0.5426
H 0.3217 -0.3680 1.9944
H 1.4837 -0.8845 0.8812
H -0.8339 -0.3752 -0.1734
H 0.3929 0.6521 -0.8591
H -0.6530 2.3360 0.6081
H -2.8355 1.9808 -0.2059
O -0.1461 -4.0917 -3.5086
H -0.7864 -4.7310 -3.7596
H 0.5294 -3.9980 -4.1948